Record 1
A cluster of 4 separate species, C2H15N2O3 in total in a non-equilibrium geometry. Source: the Open Molecules 2025 dataset; level of theory: ωB97M-V with the def2-TZVPD basis set.

Properties
Relative energy (zero: lowest compared OMol25 entry of this formula, charge and spin) in kcal per mole: 23.7
Charge: +1
Electronic energy in hartree: -420.1754
F_max in eV Å⁻¹: 2.4
Molecular weight in g mol⁻¹: 115.15

Geometry as XYZ:
```
22
Properties=species:S:1:pos:R:3:forces:R:3:mulliken_charge:R:1
N -0.93090 0.36744 0.02144 1.524 -0.732 -0.073 -0.20
C -0.18070 1.19918 -0.95697 -1.156 0.244 -2.034 -0.77
C 1.33662 1.06481 -0.96684 -0.641 1.305 -0.432 -0.49
N 1.83917 -0.27769 -0.72178 0.497 0.215 0.539 -0.61
H -0.25011 0.07911 0.72923 -0.435 0.576 0.822 0.27
H -1.70629 0.83640 0.47461 -0.181 -0.205 0.070 0.35
H -1.16613 -0.55510 -0.36838 -0.765 0.362 -0.319 0.36
H -0.61142 0.99320 -1.93666 0.370 -1.364 -0.166 0.37
H -0.57199 2.20557 -1.04718 0.490 0.707 1.540 0.51
H 1.57007 1.39286 -1.98451 0.261 -0.484 -0.087 0.33
H 1.78774 1.88758 -0.39988 -0.005 -0.444 0.677 0.34
H 2.82441 -0.16033 -0.50840 0.236 -0.323 -0.413 0.29
H 1.51746 -0.68620 0.15376 -0.178 0.298 0.157 0.24
H 0.42974 -1.72363 -1.21751 0.310 -0.279 -0.508 0.33
H 0.44046 -1.75659 -2.72422 -0.004 -0.020 -0.060 0.34
O -0.14212 -1.90956 -1.97378 -0.452 0.112 0.412 -0.67
H -0.17283 0.76642 3.44900 0.106 0.062 0.049 0.29
H 0.96915 1.53110 2.75260 -0.051 -0.006 0.134 0.30
O 0.18467 0.99741 2.58506 -0.006 -0.097 -0.252 -0.59
H -2.73604 -2.60584 1.06744 0.073 0.063 -0.038 0.30
H -2.23080 -1.80694 2.26692 -0.043 -0.085 0.044 0.29
O -2.20017 -1.83923 1.30603 0.050 0.096 -0.060 -0.58
```
Forces are in eV/Å.

Record 2
A cluster of 5 separate species, C8H24IO8 in total in a non-equilibrium geometry. Source: the Open Molecules 2025 dataset; level of theory: ωB97M-V with the def2-TZVPD basis set.

Properties
Relative energy (zero: lowest compared OMol25 entry of this formula, charge and spin) in kcal per mole: 9.3
Charge: -1
Electronic energy in hartree: -1218.8825
F_max in eV Å⁻¹: 1.9
Molecular weight in g mol⁻¹: 375.18

Geometry as XYZ:
```
41
Properties=species:S:1:pos:R:3:forces:R:3:mulliken_charge:R:1
I -0.23458 7.70291 -15.62432 -0.030 0.135 -0.295 -0.47
C 1.18526 9.99547 -12.36904 -1.589 -0.140 -0.974 0.37
C 0.12631 10.93456 -12.99301 0.396 -0.061 -0.761 -0.61
O -1.13039 10.30569 -13.27002 0.677 0.238 0.646 -0.48
O 0.89952 9.71368 -11.02001 0.779 0.344 0.878 -0.58
H 2.18178 10.40452 -12.53382 0.053 0.214 0.690 0.30
H 1.16782 9.05051 -12.92278 -0.012 0.044 -0.235 -0.11
H 0.52974 11.34670 -13.92520 0.160 -0.227 -0.193 0.28
H -0.05045 11.83142 -12.39800 -0.166 -0.276 0.472 0.32
H -0.92913 9.60687 -13.91360 -0.181 -0.119 -0.099 0.12
H -0.02804 9.49351 -10.90901 -0.114 -0.043 -0.419 0.31
C 3.52843 7.00921 -13.86559 0.149 -0.300 1.022 -0.22
C 3.96325 6.62938 -15.27055 -0.839 0.781 -0.296 -0.09
O 5.00924 7.44544 -15.78142 0.685 -0.681 0.208 -0.55
O 2.22362 6.52843 -13.56712 0.695 0.297 -0.523 -0.44
H 3.61897 8.08802 -13.69020 -0.241 0.234 -0.409 0.12
H 4.18977 6.59128 -13.10118 0.084 -0.218 -0.136 0.30
H 3.08658 6.75764 -15.91478 -0.120 -0.071 -0.026 0.07
H 4.20979 5.56987 -15.31519 0.516 0.117 -0.092 0.31
H 4.74775 8.36956 -15.74933 -0.407 -0.030 -0.035 0.30
H 1.68887 6.85347 -14.31637 -0.481 -0.209 0.371 0.04
C 3.44214 10.46010 -19.12276 0.217 0.792 1.109 -0.59
C 2.67373 9.30953 -18.54164 0.504 -1.219 -0.537 0.21
O 2.56227 9.33610 -17.13717 0.077 0.580 -0.119 -0.29
O 2.83892 11.73177 -18.87002 -0.032 -0.092 -0.615 -0.56
H 3.60998 10.31804 -20.18918 -0.440 0.172 -0.110 0.35
H 4.44533 10.48289 -18.68170 0.073 -0.209 0.113 0.29
H 3.28154 8.43275 -18.81101 -0.161 -0.187 -0.176 0.27
H 1.69490 9.17822 -19.00978 -0.068 0.267 -0.034 -0.10
H 1.80268 8.76927 -16.92320 -0.124 0.115 0.486 0.01
H 2.63862 11.78062 -17.93049 -0.018 -0.205 0.075 0.32
C -2.36216 8.28922 -20.89123 -0.198 -0.774 -0.787 -0.59
C -1.32046 8.35633 -19.79538 -0.719 0.550 -0.177 -0.10
O -1.48142 7.26613 -18.92021 -0.160 -0.307 -0.351 -0.46
O -3.68347 8.59424 -20.47158 0.089 -0.147 0.183 -0.55
H -2.27484 7.29540 -21.35450 -0.395 -0.329 0.367 0.28
H -2.20483 8.91704 -21.77086 0.480 0.573 0.468 0.34
H -1.55159 9.27470 -19.24570 0.678 0.275 -0.055 0.32
H -0.34377 8.34356 -20.28693 0.208 0.282 0.217 0.16
H -0.98625 7.43962 -18.10246 -0.109 -0.035 0.155 0.09
H -3.82142 8.19946 -19.60334 0.084 -0.128 -0.007 0.33
```
Forces are in eV/Å.